Molecular formula: C24H26IN3OsS2Si
Method: DFT, ωB97M-V with the def2-TZVPD basis set

```
58
Properties=species:S:1:pos:R:3:forces:R:3:lowdin_charge:R:1
Os 0.044557 -0.318567 1.547722 -0.10 -0.36 0.06 0.63
I 0.216665 -0.906543 4.150500 0.05 -0.02 -0.04 1.20
C 2.198588 -1.501842 3.902557 0.01 0.02 -0.06 -0.58
C 2.932891 -1.934150 4.971593 -0.05 0.02 0.02 -0.10
C 4.266098 -2.326586 4.767343 0.04 -0.01 -0.04 -0.03
C 4.806509 -2.267632 3.512361 0.01 -0.01 0.04 0.01
C 4.043947 -1.819243 2.410377 0.02 -0.01 -0.04 -0.15
C 4.612897 -1.762109 1.114187 -0.02 0.00 0.03 0.03
C 3.884984 -1.335733 0.036540 0.01 0.00 0.03 -0.04
C 2.549809 -0.955392 0.213736 0.01 -0.02 -0.01 -0.07
C 1.922206 -0.973832 1.457744 -0.09 0.13 -0.10 -0.31
C 2.695271 -1.422208 2.591405 -0.11 0.01 0.10 -0.24
H 2.503269 -1.977055 5.963984 0.01 0.00 -0.01 0.11
H 4.853559 -2.671496 5.606655 0.00 0.00 0.00 0.12
H 5.833449 -2.566201 3.344710 0.00 0.00 0.00 0.13
H 5.644925 -2.067463 0.990171 0.00 0.00 0.00 0.13
H 4.329623 -1.300171 -0.948260 0.00 0.00 0.00 0.12
H 1.996841 -0.644055 -0.657752 0.00 0.00 -0.02 0.08
C -2.559466 -4.263246 -3.165516 0.00 0.00 0.00 -0.16
Si -3.289308 -3.077779 -1.930033 0.01 0.00 0.00 0.53
C -4.820515 -2.242426 -2.581188 -0.01 0.00 0.00 -0.16
C -3.610476 -3.912106 -0.294919 0.00 0.01 -0.03 -0.20
C -1.983910 -1.675732 -1.746648 0.00 0.00 -0.04 -0.20
C -1.620461 -0.951268 -2.895436 -0.01 -0.04 0.03 -0.03
C -0.677967 0.060635 -2.855248 -0.01 0.00 -0.04 -0.02
C -0.076375 0.364966 -1.647255 0.17 0.10 0.11 -0.12
N -0.395727 -0.296848 -0.537706 -0.11 0.01 -0.14 -0.16
C -1.323545 -1.279012 -0.605058 -0.01 0.01 0.10 -0.62
S -1.466094 -1.867406 1.082958 0.18 0.18 0.02 0.68
H -3.262668 -5.075622 -3.362531 0.01 0.01 0.00 0.05
H -1.634302 -4.709837 -2.796064 0.00 0.00 0.00 0.04
H -2.344834 -3.782212 -4.122065 0.00 -0.01 0.01 0.04
H -5.604238 -2.983140 -2.755173 0.01 0.00 0.00 0.05
H -4.639755 -1.734204 -3.530712 0.00 0.00 0.01 0.04
H -5.211188 -1.509158 -1.872901 0.00 0.00 0.00 0.04
H -4.350231 -4.699150 -0.464899 0.01 0.01 0.00 0.05
H -4.028343 -3.238156 0.454773 0.00 0.00 0.00 0.02
H -2.722751 -4.393670 0.118794 0.00 0.00 0.00 0.03
H -2.084919 -1.190921 -3.845749 -0.01 -0.01 0.02 0.12
H -0.402854 0.604102 -3.748006 0.01 0.01 0.02 0.12
H 0.684452 1.127347 -1.547773 -0.02 0.04 0.01 0.10
C -1.989687 6.291139 0.528508 0.01 -0.01 0.00 0.02
C -0.981654 5.214939 0.326390 -0.02 0.04 -0.08 -0.22
C 0.105927 5.286169 -0.510098 -0.01 0.00 0.02 0.07
C 0.959188 4.185581 -0.600125 0.03 -0.06 -0.04 -0.25
N 0.761780 3.073684 0.133211 -0.01 -0.08 -0.13 0.13
C -0.266417 3.026200 0.940027 0.03 0.17 -0.09 -0.67
S -0.491518 1.787455 2.159322 0.02 -0.07 0.18 0.59
N -1.141045 4.063773 1.017931 -0.04 -0.01 0.05 0.13
C 2.149508 4.189407 -1.493532 0.00 -0.01 -0.02 0.01
H -1.752126 7.158792 -0.079787 0.00 -0.01 0.00 0.10
H -2.011006 6.595414 1.576867 -0.01 0.00 0.00 0.11
H -2.985599 5.935294 0.257497 0.00 0.00 0.00 0.11
H 0.289914 6.181594 -1.084901 0.00 0.00 0.01 0.14
H -1.931283 3.980869 1.648760 0.01 -0.04 0.03 0.16
H 2.269557 5.136986 -2.011320 0.00 0.00 0.01 0.09
H 2.062073 3.390039 -2.232414 -0.02 0.00 0.02 0.10
H 3.041750 3.977763 -0.903547 0.01 0.01 0.01 0.11
```
Positions in Å, forces in eV/Å.

Computed properties:
Net charge ... +2
HOMO ... -0.5006 Eh
E_LUMO ... -7.28 eV
Spin multiplicity ... 1
Energy relative to the best compared isomer or geometry (same formula, charge and spin) ... 5.0 kcal/mol
Gap between HOMO and LUMO ... 6.34 eV